Run i
Formula: C2H5NO2Si
Source: the Open Molecules 2025 dataset
Level of theory: wB97M-V/def2-TZVPD

Output
* HOMO energy: -0.3178 Ha
* orbital gap: 7.9 eV

The geometry in XYZ format:
```
11
C2H5NO2Si | the Open Molecules 2025 dataset | wB97M-V/def2-TZVPD
C 1.3158 -0.4748 0.0902
C 0.1735 -1.3621 0.2773
O 0.2313 -2.8809 -0.2211
N -0.9569 -0.7645 0.4833
O -2.2254 -1.3308 0.2843
Si -2.2061 0.1640 -0.2582
H 1.7495 -0.2129 1.0414
H 0.9775 0.3822 -0.5707
H 2.0741 -0.9067 -0.4982
H -2.9429 0.7634 0.8347
H -1.8306 0.6703 -1.5592
```

Run ii
Formula: C2H5NO2Si
Source: the Open Molecules 2025 dataset
Level of theory: wB97M-V/def2-TZVPD

Output
* HOMO energy: -0.3408 Ha
* orbital gap: 8.6 eV

The geometry in XYZ format:
```
11
C2H5NO2Si | the Open Molecules 2025 dataset | wB97M-V/def2-TZVPD
C -0.6504 2.4373 -0.3966
C -1.9033 -0.3389 -0.2982
N -1.1925 1.3582 -0.2715
O -0.2131 3.4869 -0.2037
O 0.8491 -1.3444 0.4377
Si 2.3636 -1.3708 0.5085
H -0.9688 -0.8428 -0.7045
H -2.6801 -0.0677 -0.9608
H -2.0574 -0.3390 0.8664
H 3.2175 -0.8677 -0.4460
H 3.2353 -2.1110 1.4687
```

Verdict on stability: run i comes out at the bottom.

Run i
Formula: C26H46Cl2O12S3
Source: the Open Molecules 2025 dataset
Level of theory: wB97M-V/def2-TZVPD

Output
* HOMO energy: -0.3594 Ha
* orbital gap: 10.0 eV

The geometry in XYZ format:
```
89
C26H46Cl2O12S3 | the Open Molecules 2025 dataset | wB97M-V/def2-TZVPD
O 1.9300 10.4155 13.6349
S 0.5582 10.8289 13.8884
O -0.6303 10.2835 13.1526
C 0.2470 10.7555 15.7302
C 0.2466 12.1599 16.2002
C -0.1493 13.1327 15.1205
C 0.5731 12.6918 13.8114
H 1.1484 10.2510 16.0781
H -0.6621 10.1902 15.9353
H -0.4459 12.2105 17.0405
H 1.1922 12.4453 16.6612
H 0.1034 14.1249 15.4945
H -1.2218 13.2216 14.9472
H 1.6438 12.7523 14.0063
H 0.4044 13.1219 12.8241
O 6.5497 8.7894 12.6305
S 5.6945 8.0514 11.6856
O 5.8853 8.1731 10.2381
C 5.5353 6.2500 12.3427
C 4.1994 6.1697 13.0555
C 3.2328 7.0811 12.3312
C 3.9155 8.4282 12.1318
H 6.4774 5.9765 12.8178
H 5.4859 5.6654 11.4240
H 3.8283 5.1448 13.0493
H 4.2266 6.5828 14.0638
H 2.3220 7.2226 12.9130
H 2.8552 6.5423 11.4622
H 4.0044 8.8464 13.1345
H 3.4912 9.1036 11.3889
O 10.5735 8.4752 20.2658
S 9.1946 8.8214 19.8354
O 8.7602 8.4828 18.4809
C 7.8372 8.4574 21.0785
C 6.7582 9.5208 20.8651
C 7.4964 10.7634 20.4716
C 8.9300 10.6516 20.0427
H 8.2878 8.6778 22.0463
H 7.5397 7.4089 21.0624
H 5.9745 9.2582 20.1545
H 6.2332 9.5685 21.8191
H 7.4665 11.5319 21.2441
H 6.9321 11.2179 19.6573
H 9.6142 11.0062 20.8136
H 9.1212 10.9924 19.0252
O 7.3053 5.2246 19.9188
C 7.0036 4.7532 18.8347
C 5.8539 5.0587 17.9570
C 5.8867 4.0348 16.8889
C 7.2398 3.4318 16.9072
O 7.6776 3.7665 18.2647
H 4.9415 4.9294 18.5392
H 6.0551 6.0570 17.5684
H 5.1428 3.2601 17.0750
H 5.6858 4.5136 15.9306
H 7.2277 2.3594 16.7124
H 7.8860 3.8704 16.1468
O 8.4090 10.5375 15.6633
C 8.9686 9.4402 15.4454
C 8.4041 8.0261 15.3783
C 9.5446 7.3216 14.5819
C 10.7595 8.1083 15.0149
O 10.2665 9.4426 15.1986
H 8.3053 7.7296 16.4226
H 7.3887 7.8625 15.0172
H 9.5824 6.2804 14.9020
H 9.3452 7.4635 13.5198
H 11.1984 7.6858 15.9187
H 11.5512 8.0765 14.2664
O 1.6362 15.8985 18.2305
C 2.3208 15.0977 18.8387
C 1.8871 13.9170 19.6291
C 3.0662 13.6931 20.5443
C 4.2900 14.2346 19.7019
O 3.6502 15.2101 18.8680
H 0.9488 14.1146 20.1475
H 1.7019 13.1417 18.8856
H 2.9617 14.2921 21.4489
H 3.3161 12.7298 20.9891
H 5.1186 14.6099 20.3024
H 4.8211 13.4417 19.1754
Cl 3.4697 11.0650 18.0111
C 4.2390 11.0176 16.3696
C 5.3177 9.9132 16.2920
Cl 4.5777 8.3474 16.4791
H 4.6545 12.0219 16.2870
H 3.5696 10.9223 15.5147
H 6.1345 10.1388 16.9776
H 5.6453 9.9523 15.2531
```

Run ii
Formula: C26H46Cl2O12S3
Source: the Open Molecules 2025 dataset
Level of theory: wB97M-V/def2-TZVPD

Output
* HOMO energy: -0.3674 Ha
* orbital gap: 10.1 eV

The geometry in XYZ format:
```
89
C26H46Cl2O12S3 | the Open Molecules 2025 dataset | wB97M-V/def2-TZVPD
O -3.9623 3.3997 3.0693
S -2.8898 4.4110 2.7445
O -3.1555 5.3505 1.6483
C -2.3865 5.2690 4.3386
C -0.9976 4.6800 4.6464
C -0.2871 4.3133 3.3385
C -1.3295 3.4880 2.4805
H -3.2067 5.0325 5.0164
H -2.5334 6.3308 4.1410
H -0.4721 5.4018 5.2716
H -0.9953 3.9200 5.4277
H 0.6377 3.7708 3.5349
H 0.1622 5.2273 2.9503
H -1.5521 2.4985 2.8798
H -1.2654 3.4464 1.3931
O 1.9404 0.1643 1.2782
S 0.6384 0.4760 0.6790
O -0.6634 0.6566 1.3476
C 0.8661 1.8361 -0.6946
C 1.3946 1.1312 -1.8993
C 0.7885 -0.2855 -2.0649
C 0.3660 -0.8802 -0.6180
H 1.4957 2.5914 -0.2242
H -0.0705 2.2942 -1.0123
H 1.3147 1.6876 -2.8331
H 2.4653 0.9389 -1.8297
H 1.4164 -0.9465 -2.6623
H -0.0665 -0.1787 -2.7325
H 0.9124 -1.7273 -0.2033
H -0.7144 -1.0043 -0.5447
O 1.6761 -3.5410 -2.2148
S 0.9474 -4.7606 -1.7846
O 1.0174 -5.2642 -0.3949
C -0.7922 -4.6196 -2.3728
C -1.0115 -5.6282 -3.4511
C 0.3238 -6.1480 -3.9753
C 1.3432 -6.1965 -2.9144
H -1.2098 -3.6233 -2.2272
H -1.4063 -5.0911 -1.6056
H -1.7020 -6.3793 -3.0676
H -1.6532 -5.2157 -4.2297
H 0.6248 -5.5243 -4.8170
H 0.2123 -7.1358 -4.4225
H 2.4239 -6.1593 -3.0513
H 1.1645 -7.0169 -2.2193
O -6.0528 -3.0112 0.7345
C -5.4380 -1.9551 0.9984
C -5.8539 -0.6085 1.3597
C -4.7026 -0.0631 2.1447
C -3.4902 -0.6887 1.5142
O -4.0216 -1.9685 1.0177
H -5.7853 -0.0199 0.4449
H -6.8209 -0.4691 1.8431
H -4.5292 1.0046 2.0100
H -4.8389 -0.2500 3.2098
H -3.3195 -0.1296 0.5942
H -2.6155 -0.5558 2.1509
O 3.6389 1.2511 -6.0023
C 2.4105 1.2667 -6.2775
C 1.5223 0.1016 -6.8135
C 0.2760 0.8855 -7.2002
C 0.2210 2.0706 -6.1288
O 1.6042 2.3209 -5.9249
H 2.0261 -0.3339 -7.6764
H 1.5309 -0.6224 -5.9988
H 0.2414 1.3224 -8.1982
H -0.6470 0.3100 -7.1296
H -0.3208 2.9469 -6.4848
H -0.2332 1.7786 -5.1820
O 3.5814 3.0866 1.1732
C 4.3317 2.3311 1.7626
C 4.8849 1.0996 1.1331
C 5.0023 0.1646 2.3802
C 5.1837 1.1452 3.5215
O 4.5939 2.3463 3.0261
H 4.3843 0.6776 0.2616
H 5.8944 1.3792 0.8316
H 4.0698 -0.3995 2.3626
H 5.8608 -0.4976 2.4915
H 4.5173 0.9352 4.3580
H 6.1919 1.3894 3.8562
Cl -0.6163 0.4228 6.1733
C -0.8452 -0.5396 4.6148
C 0.1184 -1.7412 4.7421
Cl -0.3732 -2.8589 3.4560
H -0.6679 0.0878 3.7413
H -1.9157 -0.7222 4.7091
H 0.0146 -2.3803 5.6189
H 1.1782 -1.4988 4.6629
```

Verdict on stability: run ii comes out at the bottom.